[1]
Below is 2 unconnected molecules or ions with the total composition C4H8N2O2, with properties calculated with wB97M-V/def2-TZVPD.

Its SMILES is [H]/N=C(/C)N=O.C=CO. The value obtained for the HOMO energy (spin up / spin down) is -8.8 / -8.8 eV. The LUMO energy (spin up / spin down) is -0.9 / -0.8 eV. For the max |F|, the calculation gives 3.98 eV/A. For the total energy, the calculation gives -11347.6165 eV. The relative energy (zero: lowest compared OMol25 entry of this formula, charge and spin) comes out at 149.8 kcal/mol.

CARTESIAN COORDINATES (ANGSTROEM)
C1 0.778 -1.327 0.608
C2 2.140 -0.770 0.539
C3 -1.785 1.147 -1.281
C4 -1.382 1.155 -0.008
N1 0.239 -1.599 1.703
N2 0.427 -1.559 -0.741
O1 -0.596 -1.300 -1.306
O2 -0.548 2.171 0.370
H1 2.803 -1.211 -0.278
H2 2.610 -0.818 1.619
H3 2.008 0.333 0.332
H4 -2.413 0.388 -1.799
H5 -1.311 1.699 -2.000
H6 -0.765 -1.860 1.672
H7 -1.667 0.787 0.945
H8 -0.539 2.762 -0.374

Force components x, y, z for each atom (eV/Å):
0.3 0.9 0.4
2.3 1.2 1.4
-1.9 -3.3 1.1
-0.3 2.2 -1.0
-1.5 -0.4 0.7
-0.2 -1.6 -2.5
0.0 -0.1 1.3
0.7 0.2 0.4
-1.0 0.5 1.3
-0.7 0.0 -2.3
0.3 -1.0 0.0
0.2 0.5 1.2
1.4 1.9 -1.4
0.8 0.0 -0.4
-0.8 -1.7 0.0
0.5 0.7 -0.4

Atomic partial charges in e from the Mulliken method, atoms 1 to 2: 0.66, -0.89

***

[2]
Below is C28H38ClN3O3 in the gas phase, with properties calculated with wB97M-V/def2-TZVPD.

Its SMILES is CC1(C(=O)N2CCC(C[C@@H]3CC(c4ccc(Cl)cc4)=NO3)(C(=O)NCC3CCCCC3)CC2)CC1. The value obtained for the HOMO energy is -8.7 eV. The LUMO energy is 0.3 eV. For the max |F|, the calculation gives 1.06 eV/A. For the total energy, the calculation gives -52788.2825 eV. The relative energy (zero: lowest compared OMol25 entry of this formula, charge and spin) comes out at 0.3 kcal/mol.

CARTESIAN COORDINATES (ANGSTROEM)
C1 3.814 -5.850 2.142
C2 3.996 -4.418 2.601
C3 5.345 -3.999 3.108
C4 4.842 -3.468 1.799
H1 4.549 -2.429 1.753
H2 5.294 -3.832 0.888
H3 5.375 -3.332 3.955
H4 6.142 -4.727 3.094
C5 2.802 -3.873 3.352
O1 2.809 -3.760 4.565
N1 1.709 -3.565 2.614
C6 1.625 -3.485 1.176
H5 2.550 -3.834 0.722
C7 1.361 -2.042 0.731
H6 1.234 -2.038 -0.352
H7 2.229 -1.427 0.982
C8 0.118 -1.442 1.406
C9 0.268 -1.621 2.925
H8 -0.618 -1.268 3.455
C10 0.516 -3.086 3.276
H9 0.667 -3.203 4.351
H10 -0.335 -3.698 2.957
H11 1.121 -1.030 3.268
C11 -1.147 -2.165 0.899
O2 -1.107 -3.051 0.067
N2 -2.294 -1.749 1.465
H12 -2.292 -0.952 2.079
C12 -3.586 -2.311 1.144
H13 -4.099 -2.544 2.084
C13 -4.472 -1.392 0.291
C14 -4.664 -0.017 0.932
C15 -5.622 0.826 0.095
C16 -5.070 0.993 -1.317
C17 -4.857 -0.370 -1.967
C18 -3.912 -1.217 -1.120
H14 -2.947 -0.714 -1.058
H15 -3.759 -2.193 -1.584
H16 -4.441 -0.243 -2.969
H17 -5.817 -0.883 -2.066
H18 -5.759 1.590 -1.919
H19 -4.116 1.521 -1.269
H20 -5.755 1.805 0.561
H21 -6.599 0.339 0.053
H22 -3.704 0.500 0.975
H23 -5.051 -0.127 1.949
H24 -5.450 -1.883 0.218
H25 -3.395 -3.241 0.603
C19 0.020 0.058 1.075
C20 -0.324 0.345 -0.395
H26 -0.583 -0.587 -0.908
C21 0.722 1.150 -1.178
C22 -0.068 2.402 -1.495
N3 -1.267 2.344 -1.063
O3 -1.514 1.172 -0.432
C23 0.452 3.556 -2.197
C24 1.769 3.591 -2.655
C25 2.254 4.701 -3.318
C26 1.422 5.789 -3.531
C27 0.106 5.773 -3.085
C28 -0.372 4.663 -2.424
H27 -1.389 4.628 -2.069
H28 -0.530 6.626 -3.259
Cl1 2.027 7.178 -4.358
H29 3.274 4.726 -3.671
H30 2.424 2.748 -2.495
H31 1.039 0.644 -2.090
H32 1.605 1.380 -0.580
H33 0.964 0.540 1.341
H34 -0.756 0.524 1.688
H35 0.798 -4.115 0.832
H36 3.693 -6.498 3.009
H37 2.934 -5.960 1.511
H38 4.687 -6.180 1.584

Force components x, y, z for each atom (eV/Å):
0.0 0.2 0.1
0.2 -0.1 0.1
-0.1 0.0 0.1
0.0 0.1 -0.1
-0.1 0.1 0.1
0.0 -0.1 -0.1
-0.1 0.1 0.0
0.0 -0.1 -0.1
0.3 0.0 0.0
0.1 0.0 0.3
-0.3 0.0 0.0
0.1 0.0 -0.5
-0.1 0.0 0.1
-0.3 -0.3 0.0
0.0 0.0 -0.1
0.0 0.1 0.0
0.3 0.2 0.0
0.0 -0.3 -0.1
0.0 0.1 0.0
-0.1 0.2 0.4
-0.1 0.0 -0.2
0.0 0.0 0.0
0.0 0.1 0.0
0.4 0.3 0.3
0.0 -0.2 -0.4
-0.3 0.3 0.1
0.2 0.0 0.0
-0.4 -0.1 -0.2
0.0 0.0 -0.1
0.5 0.0 0.2
-0.4 -0.2 -0.1
0.3 0.2 0.0
-0.3 -0.1 0.0
0.3 0.2 0.0
-0.3 -0.2 0.0
0.1 0.0 0.0
0.1 0.0 0.0
-0.1 0.0 -0.1
-0.1 0.0 -0.1
0.0 0.1 0.0
0.0 0.1 0.0
-0.1 0.0 0.0
-0.1 0.0 0.0
0.1 0.0 0.1
0.0 0.0 0.1
0.0 0.0 0.0
-0.1 0.0 0.1
-0.1 -0.1 -0.2
0.3 0.0 0.1
0.0 0.1 0.0
-0.3 0.1 0.0
-0.1 -0.9 0.5
0.2 0.8 -0.5
-0.3 -0.5 0.3
0.1 0.6 -0.3
-0.3 -0.1 0.1
0.0 0.2 -0.1
0.0 -0.3 0.1
0.1 0.0 0.0
0.2 -0.1 0.0
-0.1 0.1 0.0
0.0 0.1 0.0
0.1 0.2 -0.1
0.1 0.0 0.0
0.1 -0.1 0.0
0.1 0.0 0.0
0.0 0.0 0.0
0.0 0.0 0.1
0.0 0.0 0.0
0.2 0.0 0.0
0.0 -0.1 0.0
0.0 0.0 -0.1
0.1 0.0 -0.1

Atomic partial charges in e from the Mulliken method, atoms 1 to 2: -1.47, 1.47

***

[3]
Below is C10H10ClNO2 in the gas phase, with properties calculated with wB97M-V/def2-TZVPD.

The value obtained for the HOMO energy (spin up / spin down) is -8.5 / -8.6 eV. The LUMO energy (spin up / spin down) is -0.6 / -0.6 eV. For the max |F|, the calculation gives 6.03 eV/A. For the total energy, the calculation gives -28636.1998 eV. The relative energy (zero: lowest compared OMol25 entry of this formula, charge and spin) comes out at 58.6 kcal/mol.

CARTESIAN COORDINATES (ANGSTROEM)
C1 -1.177 2.024 1.355
C2 -2.342 1.165 1.284
C3 -0.039 1.929 0.686
C4 -2.282 0.180 0.288
C5 0.096 0.864 -0.188
C6 -1.072 0.041 -0.482
C7 3.072 -1.215 -0.989
C8 1.391 0.487 -0.836
C9 -1.026 -1.075 -1.411
C10 1.775 -1.024 -0.256
N1 0.813 -1.950 -0.494
O1 2.961 -2.243 -1.835
O2 4.118 -0.626 -0.693
Cl1 -0.539 -0.868 -2.929
H1 -1.408 2.945 1.992
H2 -3.171 1.433 2.003
H3 0.845 2.481 0.955
H4 -3.122 -0.506 0.048
H5 1.685 0.321 -1.809
H6 2.221 1.055 -0.370
H7 -1.737 -1.841 -1.238
H8 2.086 -0.837 0.817
H9 0.315 -2.322 0.299
H10 2.142 -2.701 -1.946

Force components x, y, z for each atom (eV/Å):
-4.8 2.0 3.0
1.3 0.7 -0.7
2.0 -1.4 -0.6
0.4 0.2 0.4
-1.2 -1.7 -3.2
0.0 1.0 1.3
1.2 -1.2 1.4
0.8 -0.1 4.5
2.2 0.2 4.3
0.7 3.0 2.0
-2.9 -1.4 -1.8
3.6 0.8 -1.3
-2.4 -1.4 -1.4
0.8 0.3 -3.4
0.9 -1.4 -0.6
0.8 -0.8 -1.3
0.0 0.6 -0.2
0.6 0.6 0.4
-0.8 0.5 -2.6
-0.6 0.1 -0.4
-0.5 -0.8 0.0
-0.6 -0.3 -0.9
0.2 0.2 0.4
-1.6 0.2 0.8

Atomic partial charges in e from the Mulliken method, atoms 1 to 2: -0.14, -0.75

***

[4]
Below is 2 unconnected molecules or ions with the total composition C4H6S2, with properties calculated with wB97M-V/def2-TZVPD.

Its SMILES is C=C1SC1=C.S. The value obtained for the HOMO energy is -8.8 eV. The LUMO energy is 0.2 eV. For the max |F|, the calculation gives 2.22 eV/A. For the total energy, the calculation gives -25912.6614 eV. The relative energy (zero: lowest compared OMol25 entry of this formula, charge and spin) comes out at 60.6 kcal/mol.

CARTESIAN COORDINATES (ANGSTROEM)
C1 -1.158 -0.970 -0.277
C2 -0.570 -2.094 -0.656
C3 -1.127 0.468 -0.105
C4 -0.677 1.722 -0.154
S1 -2.417 -0.355 0.778
S2 3.049 0.216 0.921
H1 -1.205 -2.981 -0.540
H2 0.330 -2.317 -1.171
H3 -0.999 2.506 0.466
H4 0.116 2.029 -0.820
H5 2.817 1.235 0.041
H6 1.841 0.541 1.516

Force components x, y, z for each atom (eV/Å):
1.2 1.1 -0.4
-2.0 -0.8 0.2
0.2 0.3 0.7
0.8 -1.5 -1.1
-0.5 -0.3 0.1
-1.3 1.0 0.0
0.4 0.1 0.4
0.7 0.8 -0.5
-1.0 0.7 0.7
0.2 -0.4 -0.1
0.3 -0.5 0.3
0.9 -0.4 -0.3

Atomic partial charges in e from the Mulliken method, atoms 1 to 2: 0.15, -0.59

***

[5]
Below is 2 unconnected molecules or ions with the total composition CH4Br2Si, with properties calculated with wB97M-V/def2-TZVPD.

The value obtained for the HOMO energy is -8.9 eV. The LUMO energy is -1.0 eV. For the max |F|, the calculation gives 4.98 eV/A. For the total energy, the calculation gives -149063.2790 eV. The relative energy (zero: lowest compared OMol25 entry of this formula, charge and spin) comes out at 67.9 kcal/mol.

CARTESIAN COORDINATES (ANGSTROEM)
C1 -1.585 -0.759 0.420
Si1 2.994 1.092 -1.309
Br1 -1.189 0.865 -0.534
Br2 2.382 -0.413 0.270
H1 -1.730 -0.493 1.406
H2 -2.609 -1.165 0.010
H3 -0.777 -1.356 0.379
H4 2.513 2.229 -0.642

Force components x, y, z for each atom (eV/Å):
-4.5 1.0 -1.9
0.8 -2.0 -1.2
0.0 0.3 -0.2
0.1 0.2 0.0
-0.4 0.7 2.1
2.4 0.5 0.7
2.5 -2.4 -0.6
-0.8 1.7 1.2

Atomic partial charges in e from the Mulliken method, atoms 1 to 2: -0.58, 0.23

***

[6]
Below is a molecular structure, C5H10Cl2HgN4O4, with properties calculated with wB97M-V/def2-TZVPD.

The spin multiplicity is 2. The net charge is -1. The value obtained for the HOMO energy (spin up / spin down) is -5.2 / -6.4 eV. The LUMO energy (spin up / spin down) is 2.4 / 1.0 eV. For the max |F|, the calculation gives 1.47 eV/A. For the total energy, the calculation gives -48711.1372 eV. The relative energy (zero: lowest compared OMol25 entry of this formula, charge and spin) comes out at 5.2 kcal/mol. Its expectation value of S² is 0.76.

CARTESIAN COORDINATES (ANGSTROEM)
Hg1 -3.448 1.454 0.748
O1 -3.268 6.029 1.586
Cl1 -3.744 4.716 1.854
O2 -4.570 4.718 3.010
O3 -4.502 4.245 0.726
O4 -2.632 3.835 2.060
Cl2 -3.171 -0.809 2.321
C1 2.989 -1.086 -1.609
C2 2.018 -2.163 -1.134
C3 0.793 -2.214 -2.044
C4 1.627 -1.939 0.343
N1 0.895 -0.723 0.540
C5 -0.434 -0.505 0.555
N2 -0.634 0.786 0.671
N3 0.564 1.347 0.730
N4 1.479 0.477 0.654
H1 3.254 -1.250 -2.650
H2 3.899 -1.103 -1.015
H3 2.543 -0.098 -1.520
H4 2.520 -3.137 -1.174
H5 0.245 -1.275 -2.010
H6 0.123 -3.018 -1.750
H7 1.101 -2.384 -3.074
H8 2.534 -1.877 0.951
H9 1.006 -2.767 0.699
H10 -1.188 -1.260 0.531

Force components x, y, z for each atom (eV/Å):
0.3 -0.3 0.7
0.4 0.9 -0.2
-0.3 0.5 0.1
-0.6 0.0 0.8
-0.5 -0.6 -0.9
0.9 -1.1 0.0
-0.2 0.5 -0.5
-0.1 -0.2 0.0
-0.1 0.2 0.1
0.2 -0.1 0.2
0.5 -0.5 -0.3
-1.3 0.5 0.1
0.5 0.1 0.0
-1.0 -0.5 -0.1
0.2 1.0 0.0
1.4 -0.4 0.0
0.1 0.0 -0.1
0.1 0.1 0.1
0.0 0.1 0.0
0.0 0.1 0.1
-0.1 0.1 0.0
-0.2 -0.1 0.0
0.0 0.0 -0.1
-0.2 -0.1 0.0
0.1 0.1 0.0
-0.3 -0.2 0.0

Atomic partial charges in e from the Mulliken method, atoms 1 to 2: 0.58, -0.66

***

[7]
Below is 2 unconnected molecules or ions with the total composition C4H14NS2, with properties calculated with wB97M-V/def2-TZVPD.

The net charge is +1. The value obtained for the HOMO energy is -12.8 eV. The LUMO energy is -3.4 eV. For the max |F|, the calculation gives 0.65 eV/A. For the total energy, the calculation gives -27529.1743 eV. The relative energy (zero: lowest compared OMol25 entry of this formula, charge and spin) comes out at 12.4 kcal/mol.

CARTESIAN COORDINATES (ANGSTROEM)
C1 -2.053 1.283 -1.096
S1 -0.402 1.452 -1.821
C2 -0.435 0.140 -3.040
H1 -2.252 0.262 -0.789
H2 -2.817 1.593 -1.802
H3 -2.100 1.963 -0.248
H4 0.489 0.216 -3.607
H5 -0.491 -0.852 -2.597
H6 -1.256 0.278 -3.738
C3 0.704 -0.324 1.983
C4 1.457 -1.425 1.269
S2 1.661 -2.875 2.345
N1 0.720 0.940 1.139
H7 1.139 -0.086 2.953
H8 -0.352 -0.571 2.112
H9 2.462 -1.091 1.025
H10 0.949 -1.703 0.352
H11 0.394 -2.912 2.771
H12 0.149 1.672 1.560
H13 0.369 0.729 0.171
H14 1.665 1.312 1.056

Force components x, y, z for each atom (eV/Å):
0.0 0.2 -0.2
-0.1 -0.1 0.3
0.1 -0.2 -0.3
0.0 -0.1 0.1
0.0 0.0 -0.1
-0.1 0.0 0.1
0.1 0.0 0.0
-0.1 0.0 0.1
-0.1 0.1 0.0
-0.1 0.3 0.0
-0.1 -0.1 0.3
0.1 0.1 0.0
0.1 -0.6 0.3
0.0 0.0 -0.1
0.1 0.0 0.1
0.1 -0.1 -0.1
-0.1 0.0 -0.2
-0.1 -0.1 0.0
-0.1 0.0 -0.1
0.1 0.5 -0.1
0.1 0.0 -0.1

Atomic partial charges in e from the Mulliken method, atoms 1 to 2: -0.83, -0.06

***

[8]
Below is C4H7NO in the gas phase, with properties calculated with wB97M-V/def2-TZVPD.

Its SMILES is C[C@H]1CN1C=O. The value obtained for the HOMO energy is -9.7 eV. The LUMO energy is 0.9 eV. For the max |F|, the calculation gives 0.37 eV/A. For the total energy, the calculation gives -7797.8818 eV. The relative energy (zero: lowest compared OMol25 entry of this formula, charge and spin) comes out at 40.6 kcal/mol.

CARTESIAN COORDINATES (ANGSTROEM)
C1 0.382 0.510 1.454
C2 -0.691 0.320 0.414
C3 -0.434 0.807 -0.980
N1 -0.542 -0.589 -0.692
C4 0.345 -1.580 -1.025
O1 0.901 -1.643 -2.097
H1 0.487 -0.360 2.108
H2 0.121 1.372 2.075
H3 1.343 0.710 0.971
H4 -1.717 0.371 0.776
H5 -1.216 1.252 -1.589
H6 0.573 1.181 -1.173
H7 0.446 -2.351 -0.241

Force components x, y, z for each atom (eV/Å):
0.1 -0.1 0.0
-0.1 0.1 0.1
0.0 0.2 -0.3
0.0 -0.2 -0.2
0.1 0.2 0.0
0.0 -0.1 0.3
0.0 0.1 -0.1
0.1 -0.1 -0.1
-0.1 -0.1 0.1
0.1 0.0 0.0
0.0 -0.1 0.1
-0.2 -0.1 0.0
0.0 0.0 -0.1

Atomic partial charges in e from the Mulliken method, atoms 1 to 2: -1.24, 0.24

***

[9]
Below is 2 unconnected molecules or ions with the total composition C2HNOS2, with properties calculated with wB97M-V/def2-TZVPD.

The value obtained for the HOMO energy is -9.0 eV. The LUMO energy is -0.7 eV. For the max |F|, the calculation gives 3.52 eV/A. For the total energy, the calculation gives -27294.5354 eV. The relative energy (zero: lowest compared OMol25 entry of this formula, charge and spin) comes out at 56.3 kcal/mol.

CARTESIAN COORDINATES (ANGSTROEM)
C1 -0.093 -0.843 -1.312
C2 0.638 0.785 0.685
N1 -0.937 -0.100 -0.872
O1 0.694 -1.656 -1.502
S1 -0.093 1.338 2.074
S2 1.381 -0.157 1.886
H1 -1.591 0.633 -0.959

Force components x, y, z for each atom (eV/Å):
-2.8 1.8 1.2
1.4 0.9 -1.6
0.6 -1.8 -0.6
1.5 -1.0 -0.7
-0.6 0.2 1.5
0.0 -0.5 0.8
0.0 0.4 -0.5

Atomic partial charges in e from the Mulliken method, atoms 1 to 2: 0.58, -0.04